# 1
ORCA calculation (ωB97M-V/def2-TZVPD) on one molecule with the formula C3H4N2O at a distorted geometry.

Structure (ORCA input):
```
! RIJCOSX wB97M-V def2-TZVPD def2/J DEFGRID3
* xyz 0 1
H 2.7940 -0.8217 0.2307
N 2.2733 -0.0086 -0.0692
C 0.8933 -0.2732 -0.1496
C 0.0476 1.0046 -0.0378
C -1.2375 0.5207 -0.1038
N -1.2746 -0.8463 -0.1081
O 0.1606 -1.3166 -0.1734
H 0.1985 1.9980 -0.0175
H -2.0463 1.1781 -0.2444
H -1.8089 -1.4350 0.6731
*
```

Properties
SMILES: [H]/N=c1/cc[nH]o1

Atomic partial charges in e from the Löwdin method, atoms 1 to 5: number 1, H, carries -0.002; number 2, N, carries 0.074; number 3, C, carries -0.436; number 4, C, carries 0.031; number 5, C, carries -0.131


# 2
ORCA calculation (ωB97M-V/def2-TZVPD) on a 2-piece molecular cluster, C3H4N2O overall.

Structure (ORCA input):
```
! RIJCOSX wB97M-V def2-TZVPD def2/J DEFGRID3
* xyz 0 1
N 0.8134 -1.9279 0.4227
C -0.0927 -1.4653 -0.2430
N -1.1196 -1.0548 -0.7951
H 1.6561 -1.3790 0.5465
H -1.2299 -1.2750 -1.7788
C 1.0742 1.6603 0.6378
C -0.1145 1.6011 0.4434
O -1.4008 1.5395 0.2369
H 2.1199 1.7611 0.8156
H -1.5998 0.6437 -0.1236
*
```

Properties
SMILES: N=C=N.C#CO

Atomic partial charges in e from the Löwdin method, atoms 1 to 5: number 1, N, carries 0.172; number 2, C, carries -0.346; number 3, N, carries 0.122; number 4, H, carries 0.077; number 5, H, carries 0.092


# 3
ORCA calculation (ωB97M-V/def2-TZVPD) on one molecule with the formula C3H4N2O.

Structure (ORCA input):
```
! RIJCOSX wB97M-V def2-TZVPD def2/J DEFGRID3
* xyz 0 1
H -0.9829 -2.4870 -0.3230
N -0.8049 -1.4856 -0.1821
N 0.4275 -1.3475 -0.1750
C 0.9021 -0.0039 0.0067
O 2.2558 0.0686 0.0215
C 0.0389 0.9734 0.1300
C -1.1259 1.5532 0.1935
H 2.5719 -0.8388 -0.1068
H -1.6479 1.6707 1.1404
H -1.6345 1.8969 -0.7052
*
```

Properties
SMILES: [H]/N=N/C(O)=C=C

Atomic partial charges in e from the Löwdin method, atoms 1 to 5: number 1, H, carries 0.066; number 2, N, carries 0.080; number 3, N, carries 0.001; number 4, C, carries -0.411; number 5, O, carries 0.040


# 4
ORCA calculation (ωB97M-V/def2-TZVPD) on C3H4N2O as an isolated structure at a distorted geometry.

Structure (ORCA input):
```
! RIJCOSX wB97M-V def2-TZVPD def2/J DEFGRID3
* xyz 0 1
N 2.0239 0.0615 -0.5083
C 0.8386 0.5601 -0.3491
N -0.0236 1.3902 -0.3515
C -1.5910 0.4919 0.0682
C -1.2851 -0.7566 0.2719
O -0.2583 -1.4578 0.1314
H 2.7196 0.6021 -0.0415
H 2.0890 -0.9021 -0.2603
H -2.2013 1.2006 0.5676
H -2.3119 -1.1898 0.4716
*
```

Atomic partial charges in e from the Löwdin method, atoms 1 to 5: number 1, N, carries 0.160; number 2, C, carries -0.267; number 3, N, carries 0.176; number 4, C, carries 0.046; number 5, C, carries -0.481


Calculated values (eV) of HOMO level for the records, taken in order: -8.4; -9.4; -8.9; -8.6.
Calculated values (eV) of total energy for the records, taken in order: -8199.4358; -8200.5413; -8199.9025; -8199.4691.
Calculated values (kcal/mol) of relative energy (zero: lowest compared OMol25 entry of this formula, charge and spin) for the records, taken in order: 102.6; 77.1; 91.8; 101.8.